Record 1
Computed, not measured: 2 unconnected molecules or ions with the total composition C25H40N2O4PS2, with ωB97M-V with the def2-TZVPD basis set.

Spin multiplicity: 1
Net charge: -1

CARTESIAN COORDINATES (ANGSTROEM)
N 1.45789 0.57496 0.90488
C 2.44199 -0.33146 0.24766
O 2.84052 -1.38154 1.17890
P 3.79877 -2.54172 0.26646
C 4.97311 -3.76656 -0.65450
O 6.11804 -4.17920 0.16549
O 6.87792 -3.09928 0.47171
O 2.97489 -2.14218 -1.24771
C 1.99890 -1.06035 -1.15604
C 0.42700 -1.49221 -1.18537
C -0.35490 -0.68520 -2.33136
C -1.85896 -0.26768 -1.97001
S -2.81466 -1.52934 -1.00042
C -4.24726 -2.06543 -2.02636
S -3.95179 -2.39790 -3.66283
N -5.63544 -2.26764 -1.55127
C -5.78223 -3.47019 -0.70201
C -6.83594 -3.55972 0.46351
C -6.96237 -4.82835 1.38643
C -6.03171 -6.02792 1.08629
C -4.99897 -5.93811 -0.06409
C -4.85835 -4.69434 -0.98758
C -6.21590 -1.06384 -0.92465
C -7.46281 -0.37404 -1.59074
C -8.16092 0.88300 -0.94960
C -7.59138 1.45387 0.39044
C -6.33684 0.80479 1.08463
C -5.70710 -0.42811 0.39798
H 1.98792 1.39146 1.26863
H 1.02422 0.06370 1.69272
H 3.28953 0.39208 -0.07385
H 2.78264 -3.56261 0.40195
H 4.32410 -3.01590 1.55004
H 4.77754 -1.46549 0.14647
H 4.38159 -4.70241 -0.95848
H 5.36516 -3.17960 -1.57708
H 6.56968 -2.70349 1.32010
H 2.22354 -0.21305 -1.91586
H 0.35760 -2.61344 -1.44094
H 0.03983 -1.32675 -0.12470
H 0.22699 0.30604 -2.48382
H -0.26647 -1.24817 -3.32551
H -1.92097 0.72816 -1.41723
H -2.40927 -0.12268 -2.97954
H -7.56088 -2.70062 0.70961
H -7.72241 -4.83615 2.24613
H -6.13182 -6.95885 1.74170
H -4.29774 -6.82064 -0.25152
H -4.07147 -4.73462 -1.80887
H -7.90992 -0.77849 -2.57336
H -9.08964 1.31733 -1.47208
H -8.07668 2.34802 0.92414
H -5.94376 1.25459 2.06642
H -4.80329 -0.93323 0.89324
C 6.93378 6.00709 1.46282
C 5.56523 6.35589 0.89353
C 4.40622 5.88414 1.77328
C 4.30640 4.36772 1.96572
C 4.18139 3.55273 0.67718
C 2.91835 3.86699 -0.11296
H 7.07498 4.92686 1.54217
H 7.72227 6.39670 0.81326
H 7.06605 6.44692 2.45532
H 5.47178 5.94543 -0.11660
H 5.49944 7.44474 0.78911
H 3.46885 6.26013 1.34902
H 4.49686 6.35224 2.76058
H 3.44033 4.15744 2.60430
H 5.18084 4.01284 2.52152
H 4.17162 2.48890 0.94058
H 5.05976 3.70264 0.04239
H 2.02516 3.68191 0.48987
H 2.86364 3.23217 -1.00131
H 2.89954 4.90703 -0.44792

Record 2
Computed, not measured: a molecular structure, C33H33BF2KN8S, with ωB97M-V with the def2-TZVPD basis set.

Spin multiplicity: 1
Net charge: -1

CARTESIAN COORDINATES (ANGSTROEM)
K -0.03421 -0.37222 -0.27686
C 3.00836 1.80959 0.57848
C 1.94946 2.46909 -0.23299
C 1.72474 3.83901 -0.40224
C 0.63411 3.91879 -1.24779
C -0.00717 5.15650 -1.77119
N 0.25258 2.65748 -1.53880
N 1.05686 1.78335 -0.92694
B -0.91385 2.18899 -2.44146
N -2.00028 1.47762 -1.60595
N -2.07835 0.14786 -1.51053
C -3.11835 -0.14395 -0.75051
C -3.50117 -1.54376 -0.41504
C -3.74993 1.03511 -0.34636
C -3.00318 2.05054 -0.90883
C -3.26125 3.51022 -0.76721
N -0.36554 1.21557 -3.49060
N 0.14745 0.03233 -3.15427
C 0.44777 -0.60778 -4.26850
C 1.00370 -1.99014 -4.25247
C 0.13661 0.19260 -5.37697
C -0.37718 1.35443 -4.83388
C -0.84946 2.56895 -5.55868
H 3.28649 2.44134 1.42000
H 2.63998 0.85513 0.94844
H 3.90317 1.64486 -0.02468
H 2.27130 4.65520 0.02995
H 0.56128 6.02416 -1.44131
H -0.04225 5.15304 -2.85992
H -1.02726 5.24653 -1.40378
H -1.39093 3.13546 -2.98256
H -2.94862 -2.24127 -1.04004
H -3.27723 -1.75675 0.63016
H -4.57056 -1.68715 -0.56748
H -4.63038 1.14306 0.25570
H -4.28675 3.65958 -0.42980
H -2.59219 3.93874 -0.02077
H -3.11310 4.02947 -1.71191
H 1.14753 -2.30440 -3.22100
H 0.31672 -2.68032 -4.74341
H 1.95600 -2.03653 -4.78067
H 0.26501 -0.03793 -6.41840
H -0.72499 2.42696 -6.63086
H -1.89987 2.76437 -5.34750
H -0.27590 3.44351 -5.25429
F -1.70082 3.45844 3.67165
C -1.53335 2.12016 3.41404
C -0.54777 1.69069 2.55254
C -0.33041 0.33314 2.28088
C -1.19036 -0.57269 2.94688
C -2.18243 -0.10462 3.80870
F -3.06486 -0.96794 4.42363
C -2.38837 1.23703 4.05070
C -1.03482 -2.00313 2.67197
C -1.23975 -2.99112 3.64941
C -1.17513 -4.32149 3.29094
C -0.87380 -4.64955 1.97566
C -0.60741 -3.60933 1.10042
N -0.68964 -2.33398 1.42389
H 0.07765 2.43871 2.07991
H -3.19145 1.57490 4.68766
H -1.43904 -2.71683 4.67527
H -1.35580 -5.09806 4.02433
H -0.83429 -5.67959 1.65007
H -0.31848 -3.80953 0.07601
S 5.19593 -1.21451 1.44708
C 4.02491 -1.49457 0.17450
N 3.18261 -2.43402 0.37787
C 3.37671 -3.03544 1.58227
C 2.64278 -4.10265 2.09668
C 2.97532 -4.60568 3.33458
C 4.04763 -4.09039 4.06210
C 4.80649 -3.04691 3.56095
C 4.45941 -2.51773 2.33119
H 4.05215 -0.89908 -0.71558
H 1.82952 -4.50516 1.51626
H 2.40468 -5.42763 3.74271
H 4.29528 -4.52241 5.02318
H 5.65774 -2.66629 4.10536

Record 3
Computed, not measured: a molecular structure, C40H79N2O3PS2, with ωB97M-V with the def2-TZVPD basis set.

Spin multiplicity: 1

CARTESIAN COORDINATES (ANGSTROEM)
C 2.34646 -0.09095 4.75470
C 2.96330 -0.04699 3.31923
P 2.66305 -1.56594 2.27946
C 2.17931 -3.03735 3.30782
C 0.90932 -3.78747 2.82538
C 1.41394 -1.21027 0.97293
C 1.65923 -1.59348 -0.32160
O 2.87094 -2.18971 -0.53453
C 2.81547 -3.51014 -1.07616
C 3.99819 -3.65315 -2.08211
C 5.29558 -3.29134 -1.30263
O 3.89675 -2.71705 -3.14880
C 0.65090 -1.33154 -1.35235
S 0.95822 -1.80521 -3.05150
C -0.53583 -0.70213 -1.06733
C -1.60309 -0.38310 -2.09302
C -2.68792 -1.50411 -2.30270
C -2.58667 -2.73460 -1.36892
C -3.16578 -2.49616 0.07705
C -4.31921 -3.46336 0.41502
C -4.52750 -3.78941 1.93637
C -3.89218 -2.79211 2.93209
C -4.53670 -1.39511 2.92802
O -5.94694 -1.43527 2.76773
C -6.35644 -0.14271 2.31282
C -0.76193 -0.28759 0.28755
N -1.85965 0.36489 0.71535
S -1.58779 0.61951 2.28960
N -0.14457 -0.08124 2.53284
C 0.20110 -0.53739 1.32010
H 3.03981 -0.64910 5.40046
H 1.35105 -0.54750 4.78246
H 2.28913 0.94404 5.12331
H 4.04999 0.02987 3.44422
H 2.55416 0.80207 2.75102
H 3.00772 -3.76238 3.26048
H 2.07578 -2.78872 4.37881
H 0.03744 -3.12561 2.74837
H 0.69387 -4.60136 3.53959
H 1.12872 -4.29488 1.87252
H 1.84261 -3.77609 -1.51344
H 3.02650 -4.26667 -0.29325
H 4.09254 -4.67880 -2.46758
H 5.33884 -3.88374 -0.37641
H 5.30330 -2.22164 -1.03533
H 6.18915 -3.44415 -1.92832
H 4.50810 -1.99709 -2.95902
H 0.69736 -0.67936 -3.76754
H -1.12550 -0.20768 -3.06351
H -2.12082 0.54495 -1.80831
H -3.69996 -1.08950 -2.16319
H -2.63561 -1.87247 -3.33859
H -3.23134 -3.51377 -1.81733
H -1.57953 -3.17512 -1.32398
H -3.53439 -1.45897 0.07164
H -2.30963 -2.56944 0.76310
H -4.11614 -4.42509 -0.08823
H -5.27509 -3.11289 -0.00834
H -5.60450 -3.78954 2.15288
H -4.07007 -4.77049 2.13754
H -2.79631 -2.71242 2.84898
H -4.06155 -3.21179 3.94375
H -4.20034 -0.82945 3.81754
H -4.11919 -0.85260 2.05478
H -7.42957 -0.04937 2.51067
H -5.78481 0.65365 2.82281
H -6.11433 -0.04033 1.23733
C -1.55231 3.58687 -7.74097
C -0.26813 2.87688 -7.32355
C -0.39045 2.13840 -5.99163
C -0.68890 3.02364 -4.78068
C 0.32482 4.13706 -4.52741
C 1.72793 3.62215 -4.22198
H -1.83385 4.36453 -7.02821
H -1.42280 4.06462 -8.71378
H -2.38010 2.87900 -7.82213
H 0.55386 3.59726 -7.28683
H -0.00432 2.15097 -8.09766
H 0.53296 1.57733 -5.81479
H -1.18486 1.38860 -6.07451
H -0.74443 2.38658 -3.89075
H -1.68220 3.46966 -4.89094
H -0.02044 4.72923 -3.67527
H 0.36087 4.82071 -5.38031
H 1.72031 2.96675 -3.34783
H 2.40050 4.45538 -4.01120
H 2.14644 3.06755 -5.06389
C 3.51886 -7.89496 7.63842
C 2.94267 -6.93245 6.60475
C 3.56874 -5.53953 6.65792
C 3.35892 -4.78125 7.97016
C 1.89945 -4.57959 8.37561
C 1.10732 -3.74559 7.37531
H 3.32780 -7.55463 8.65747
H 3.06590 -8.88227 7.53173
H 4.59778 -8.00484 7.50928
H 1.85782 -6.86849 6.72802
H 3.11317 -7.34934 5.60804
H 3.17577 -4.94566 5.82634
H 4.64537 -5.62794 6.47910
H 3.84077 -3.80170 7.88327
H 3.88061 -5.30001 8.77974
H 1.87750 -4.07476 9.34542
H 1.40596 -5.54447 8.52246
H 1.56367 -2.76166 7.24247
H 0.08512 -3.59791 7.72789
H 1.05238 -4.23480 6.40036
C 0.54903 9.66582 -2.52204
C -0.07409 10.09550 -3.84651
C -1.56940 9.79449 -3.93904
C -1.93939 8.31230 -3.86285
C -1.28593 7.42564 -4.92170
C -1.68197 7.79231 -6.34844
H 0.48405 8.58609 -2.37674
H 1.60571 9.93779 -2.49373
H 0.05353 10.15621 -1.68131
H 0.46244 9.62327 -4.67427
H 0.06866 11.17324 -3.96482
H -1.95663 10.22017 -4.86949
H -2.08768 10.32144 -3.13126
H -3.02736 8.22299 -3.94894
H -1.68513 7.92287 -2.87250
H -1.58341 6.38992 -4.73512
H -0.19676 7.45331 -4.82415
H -2.76472 7.73293 -6.47909
H -1.21944 7.10480 -7.05959
H -1.35891 8.80142 -6.61017

Record 4
Computed, not measured: 5 unconnected molecules or ions with the total composition C40H80BF3N6O15S, with ωB97M-V with the def2-TZVPD basis set.

Spin multiplicity: 1

CARTESIAN COORDINATES (ANGSTROEM)
C 7.15462 0.50575 2.78855
O 7.70246 0.22078 1.42750
C 6.73524 0.77897 0.42474
C 5.29627 -0.00448 0.76076
C 3.94700 0.84700 1.16350
C 3.95966 2.51875 1.20136
C 4.18203 3.13406 -0.30733
C 5.37916 4.27969 -0.39253
C 6.62295 3.78179 -1.39369
O 6.34827 3.37604 -2.64589
O 8.00802 3.73663 -0.89842
C 2.58132 -0.04794 1.52533
C 1.16752 0.71378 1.99276
C 1.44236 1.44509 3.46593
O 1.15766 0.57257 4.61588
C 2.38271 0.03293 5.22640
C 3.12602 1.03016 6.29498
F 4.20804 0.21215 6.95705
F 2.20177 1.58247 7.33000
F 3.82181 2.19180 5.68145
C 2.62070 -1.71712 1.42687
O 1.43005 -2.51449 1.76023
B 0.95427 -3.31681 0.61199
O 0.49562 -4.72287 0.88217
O 0.85631 -2.86174 -0.79085
C 3.99977 -2.48991 0.99237
N 4.35697 -3.95334 0.85414
S 6.06488 -4.07673 0.36911
N 6.64336 -2.41686 0.24319
C 5.37262 -1.66214 0.64904
H 6.48488 1.46971 2.81587
H 6.63300 -0.45667 3.22488
H 8.10874 0.74113 3.46508
H 6.63448 1.91594 0.68249
H 7.07097 0.55544 -0.67552
H 4.79805 2.84570 1.97976
H 2.94365 2.95386 1.64761
H 3.13419 3.53450 -0.70851
H 4.55750 2.23755 -0.98913
H 4.98029 5.30858 -0.81963
H 5.83127 4.38725 0.70197
H 8.51135 4.58355 -1.10415
H 0.29515 -0.09104 2.05100
H 0.83634 1.52966 1.18718
H 0.87684 2.49533 3.51157
H 2.58482 1.69850 3.49235
H 3.19537 -0.33659 4.46913
H 2.04544 -0.93162 5.84294
H 0.74874 -4.91988 1.85119
H 1.69756 -3.03382 -1.30873
C -1.50451 5.33860 -1.34841
O -1.31067 6.64972 -0.83713
C -2.10378 6.92576 0.32561
C -1.21139 7.04619 1.57168
N -0.65200 5.74548 1.95389
C 0.41197 5.83364 2.96136
C 1.69688 6.59378 2.57306
O 2.47003 5.95224 1.55682
C 2.04440 6.23039 0.22885
H -0.99796 5.27191 -2.31515
H -1.06760 4.59185 -0.68291
H -2.56808 5.12768 -1.50172
H -2.90054 6.18291 0.47043
H -2.58648 7.89180 0.15139
H -1.80415 7.44281 2.40273
H -0.41932 7.76410 1.34081
H -0.27082 5.29195 1.12744
H 0.69388 4.80124 3.20424
H -0.00177 6.26909 3.87757
H 2.33845 6.61322 3.46251
H 1.50934 7.64285 2.32017
H 1.63047 7.23782 0.12517
H 1.32287 5.48094 -0.09474
H 2.91457 6.14763 -0.42972
C -1.90483 0.02070 3.24103
O -2.33285 -0.63456 2.05552
C -2.02449 -2.03524 2.04132
C -3.30949 -2.87207 2.15130
N -3.90480 -2.76086 3.48699
C -5.26248 -3.31189 3.57578
C -6.35767 -2.64422 2.71884
O -6.68223 -1.31192 3.12099
C -5.82229 -0.31068 2.59179
H -2.02664 1.09783 3.09751
H -2.51465 -0.28008 4.09488
H -0.84822 -0.18215 3.44495
H -1.29772 -2.30811 2.81912
H -1.55905 -2.24205 1.07324
H -3.07465 -3.92198 1.94670
H -3.99979 -2.51756 1.38066
H -3.94131 -1.78033 3.75389
H -5.56221 -3.22707 4.62806
H -5.22697 -4.38240 3.34559
H -7.27592 -3.22673 2.86235
H -6.14312 -2.68912 1.64570
H -5.44827 -0.56511 1.59560
H -4.99714 -0.12824 3.27942
H -6.39287 0.62019 2.51655
C -3.70447 1.23396 -6.76545
O -3.85075 0.16803 -5.83787
C -2.69504 -0.67805 -5.76255
C -1.98687 -0.50541 -4.40894
N -1.34192 0.80794 -4.30896
C -0.88352 1.13876 -2.95425
C -1.95550 1.26271 -1.85194
O -2.83570 2.37640 -2.01636
C -3.93100 2.13765 -2.89120
H -4.67680 1.72069 -6.88075
H -2.99366 1.97624 -6.39777
H -3.38641 0.86366 -7.74570
H -2.00538 -0.51431 -6.60229
H -3.05743 -1.70767 -5.83429
H -1.23032 -1.28901 -4.29529
H -2.73848 -0.63679 -3.62542
H -1.99939 1.52445 -4.60621
H -0.36743 2.10430 -3.02981
H -0.13120 0.40492 -2.64486
H -1.42542 1.44346 -0.90884
H -2.51914 0.33563 -1.70192
H -4.27317 1.09897 -2.85842
H -3.66402 2.42468 -3.90773
H -4.75932 2.78165 -2.57991
C -0.10254 -7.68338 -0.92624
O -0.19418 -8.00185 -2.30761
C -1.40750 -8.68555 -2.65056
C -2.31544 -7.78094 -3.49961
N -2.86590 -6.67995 -2.70232
C -3.51639 -5.63747 -3.50536
C -2.63615 -4.85559 -4.50209
O -1.65847 -4.01656 -3.88383
C -0.45452 -4.68169 -3.52312
H 0.90971 -7.32111 -0.72688
H -0.80579 -6.89190 -0.66091
H -0.28064 -8.56707 -0.30452
H -1.93352 -9.06719 -1.76440
H -1.11788 -9.54991 -3.25519
H -3.13793 -8.37737 -3.90840
H -1.71670 -7.40364 -4.33341
H -2.11544 -6.24861 -2.16868
H -3.93754 -4.91651 -2.79320
H -4.36344 -6.07916 -4.04169
H -3.30019 -4.17757 -5.05203
H -2.17770 -5.50021 -5.25969
H -0.20284 -5.49315 -4.21248
H -0.52620 -5.05139 -2.50078
H 0.35727 -3.94806 -3.54592

Record 5
Computed, not measured: a molecular structure, C29H20Cl6PPd, with ωB97M-V with the def2-TZVPD basis set.

Spin multiplicity: 5
Net charge: +1

CARTESIAN COORDINATES (ANGSTROEM)
C -0.67202 -2.23960 3.39859
C -0.53351 -2.61147 2.02079
C 0.84074 -2.63924 1.68512
H -1.34538 -2.87345 1.34416
C 1.58563 -2.23904 2.85325
C 0.67189 -2.08509 3.96242
H 0.88199 -1.57927 4.90747
H -1.61605 -2.03322 3.88783
H 1.25120 -2.90705 0.70099
H 2.65322 -2.02700 2.82915
Pd 0.24676 -0.64187 2.61785
Cl 1.89209 0.70708 1.10912
P 0.60656 -0.05803 -0.99574
C 1.80553 -1.19065 -1.74416
C 1.46959 -1.99988 -2.85487
H 0.45950 -1.95376 -3.26217
C 2.43712 -2.83192 -3.44443
H 2.18010 -3.41331 -4.34770
C 3.72901 -2.88949 -2.88278
H 4.49673 -3.49764 -3.36842
C 4.04812 -2.18446 -1.70367
H 5.06056 -2.25583 -1.26114
C 3.06764 -1.38605 -1.11838
H 3.25013 -0.86527 -0.17316
C -1.06153 -0.58692 -1.57115
C -1.50934 -1.91802 -1.36052
H -0.85026 -2.64744 -0.86901
C -2.78707 -2.31751 -1.76536
H -3.09860 -3.37285 -1.66798
C -3.67238 -1.37047 -2.30710
H -4.66574 -1.68161 -2.63755
C -3.29665 -0.02083 -2.40735
H -3.99950 0.72678 -2.81360
C -2.01815 0.36899 -1.99316
H -1.75358 1.43385 -1.99421
C 0.83511 1.62378 -1.59238
C 1.38771 1.83651 -2.86325
H 1.65879 0.96740 -3.46754
C 1.55299 3.14160 -3.35108
H 1.93625 3.29204 -4.37927
C 1.22014 4.23215 -2.52411
H 1.33646 5.25024 -2.90892
C 0.74445 4.04262 -1.20445
H 0.52651 4.91717 -0.56005
C 0.55345 2.73370 -0.74281
H 0.23398 2.54358 0.28139
Cl -2.89637 0.11479 1.33042
C -2.34785 1.16224 2.60033
C -1.09055 0.93354 3.17125
C -0.52653 1.85608 4.04630
Cl 1.11589 1.59781 4.52274
C -1.27990 2.92034 4.55739
Cl -0.58589 3.93074 5.76138
C -2.61865 3.07671 4.10291
Cl -3.57632 4.29731 4.80139
C -3.15507 2.20975 3.09215
Cl -4.77901 2.40148 2.55309

Record 6
Computed, not measured: a molecular structure, C2HBrI2, with ωB97M-V with the def2-TZVPD basis set.

Spin multiplicity: 1
Relative energy (zero: lowest compared OMol25 entry of this formula, charge and spin): 4.359 eV

CARTESIAN COORDINATES (ANGSTROEM)
C -0.30792 -0.64914 0.16884
C 0.21107 -1.43570 1.91528
Br 0.10848 -1.91298 -1.10560
I -0.61270 -0.31091 3.35183
I 0.44192 -3.46878 1.87202
H -0.11627 0.33647 0.06984

Number 1: calculated total energy -2524.3215 Ha. Number 2: calculated total energy -2938.2322 Ha. Number 3: calculated total energy -3044.3827 Ha. Number 4: calculated total energy -3751.2058 Ha. Number 5: calculated total energy -4347.0405 Ha. Number 6: calculated total energy -3246.0151 Ha.